This record from the OMol25 dataset describes a structure of composition C25H63BrInN10O8 at a distorted geometry. The level of theory is ωB97M-V with the def2-TZVPD basis set.

Structure (XYZ):
```
108
Properties=species:S:1:pos:R:3:forces:R:3
C -1.7257 -3.4078 -0.3053 0.475 -0.175 0.133
C -2.2679 -4.8061 0.3992 -0.022 0.964 0.757
In -2.7477 -6.2643 -1.2736 0.011 -0.589 1.125
O -1.8829 -8.1621 -0.7991 0.600 0.685 1.280
Br -1.5685 -5.5643 -3.5735 -0.268 -0.044 0.311
C -4.9513 -6.6566 -1.5991 -0.648 -0.011 -1.002
C -5.9464 -5.3910 -1.2968 0.383 -1.406 -0.447
N -6.5282 -4.9281 -2.6253 0.583 0.819 0.626
N -7.0704 -5.9435 -0.3950 0.902 -0.229 -0.207
N -5.3078 -4.2219 -0.5820 -1.579 0.269 -0.319
H -2.3636 -2.4650 -0.0177 1.595 -2.075 -0.439
H -1.7339 -3.4899 -1.4889 0.165 0.210 2.438
H -0.5910 -3.2943 0.0454 -2.424 0.127 -0.946
H -1.4559 -5.2120 1.1459 -1.484 0.730 -1.457
H -3.2573 -4.6159 1.0342 2.121 -0.371 -1.439
H -1.3469 -8.0941 0.0451 -1.001 0.027 -1.609
H -5.2704 -7.5777 -0.9448 0.673 1.824 -1.189
H -5.0962 -6.9697 -2.7255 0.129 0.582 2.203
H -7.1919 -4.1465 -2.4183 0.659 -0.829 -0.085
H -5.7264 -4.4502 -3.1358 -1.230 -0.972 0.790
H -6.5958 -6.2304 0.5123 -0.665 0.533 -1.610
H -7.4101 -6.8548 -0.8275 0.784 1.690 0.579
H -4.6145 -3.7124 -1.1791 -0.693 -0.927 0.567
H -6.1022 -3.5256 -0.4530 1.283 -1.094 -0.115
C -4.7232 -0.7068 0.8032 0.527 0.226 0.612
O -3.7729 -1.0652 0.1193 -0.930 0.722 0.654
N -4.6358 -0.1064 2.0410 -0.542 -0.625 -1.382
C -5.8105 0.2892 2.7890 0.357 -0.140 -0.149
C -3.3276 0.1374 2.6127 0.081 -0.083 -0.182
H -5.7626 -0.8452 0.4625 -0.056 0.023 0.093
H -5.7715 1.3682 2.9641 -0.176 -0.004 0.120
H -5.8142 -0.2389 3.7469 -0.183 0.125 0.031
H -6.7259 0.0472 2.2422 0.170 -0.003 0.024
H -2.7586 0.7830 1.9374 0.146 -0.099 0.222
H -2.8010 -0.8159 2.7161 0.118 0.247 0.071
H -3.4173 0.6166 3.5917 -0.090 -0.204 -0.363
C 0.5549 1.1598 -0.8722 -1.106 -0.229 -0.567
O 0.2209 1.3415 0.2916 0.064 0.068 -0.622
N -0.3075 0.9732 -1.9314 1.309 0.390 1.061
C 0.1677 0.7637 -3.2828 -0.371 0.214 0.008
C -1.7348 0.9871 -1.6860 0.010 -0.131 0.416
H 1.6163 1.1310 -1.1690 -0.045 -0.104 -0.161
H -0.2248 1.5590 -3.9229 0.005 0.029 -0.110
H -0.1929 -0.2059 -3.6381 0.225 0.238 -0.087
H 1.2602 0.7770 -3.3229 -0.363 -0.010 0.109
H -2.0125 1.9529 -1.2539 -0.150 -0.075 -0.004
H -1.9807 0.1970 -0.9705 -0.206 0.136 -0.121
H -2.2879 0.8270 -2.6159 0.226 -0.009 0.143
C -1.0757 1.8738 5.1856 0.446 0.418 -0.763
O -1.3786 1.0284 4.3534 0.459 0.912 0.751
N -0.4728 3.0832 4.9134 -0.670 -1.148 0.667
C -0.1456 4.0320 5.9568 -0.001 -0.007 -0.184
C -0.1562 3.4170 3.5401 0.026 -0.299 -0.350
H -1.2722 1.7210 6.2596 0.048 0.110 0.078
H -0.6744 4.9693 5.7611 0.187 0.014 0.123
H 0.9336 4.2098 5.9473 -0.064 0.113 0.171
H -0.4384 3.6533 6.9398 0.043 -0.065 -0.150
H -1.0782 3.4146 2.9514 0.261 0.054 -0.103
H 0.5216 2.6590 3.1366 -0.133 0.108 -0.158
H 0.3158 4.4018 3.4811 -0.202 -0.186 0.140
C 2.8045 -1.5181 -3.8765 -0.384 -0.572 -0.486
O 1.6692 -1.4538 -3.4224 1.227 -0.544 -0.598
N 3.1680 -2.1812 -5.0290 -0.025 0.790 1.136
C 4.5364 -2.2106 -5.5008 -0.268 -0.050 0.030
C 2.1495 -2.8710 -5.7935 -0.314 -0.031 0.223
H 3.6545 -1.0284 -3.3733 0.104 -0.043 -0.094
H 4.5761 -1.7639 -6.4985 0.223 -0.057 0.022
H 4.8711 -3.2507 -5.5501 0.171 0.100 -0.082
H 5.1962 -1.6524 -4.8312 -0.173 -0.045 -0.057
H 1.3872 -2.1500 -6.1031 -0.043 -0.221 -0.043
H 1.6807 -3.6292 -5.1595 -0.125 0.047 -0.215
H 2.5856 -3.3474 -6.6761 0.017 0.139 0.208
C 4.8768 2.2332 -2.4668 0.384 0.415 0.959
O 5.8271 1.8748 -3.1507 -0.290 0.206 0.441
N 4.9642 2.8336 -1.2290 -0.451 -0.582 -1.519
C 3.7895 3.2292 -0.4810 0.177 -0.034 -0.024
C 6.2724 3.0774 -0.6573 0.142 -0.336 -0.188
H 3.8374 2.0948 -2.8075 -0.041 0.048 0.110
H 3.8285 4.3082 -0.3059 -0.176 -0.051 0.101
H 3.7858 2.7011 0.4769 -0.214 0.126 -0.021
H 2.8741 2.9872 -1.0278 0.195 0.031 0.078
H 6.8414 3.7230 -1.3326 0.115 -0.038 0.143
H 6.7990 2.1241 -0.5539 -0.061 0.460 0.027
H 6.1827 3.5566 0.3217 -0.107 -0.094 -0.205
C -3.1422 4.9356 4.7804 -0.667 0.494 -0.137
O -2.3677 5.6514 4.1585 -0.771 -0.270 0.441
N -4.4732 5.2096 5.0118 1.327 -0.439 -0.124
C -5.3256 4.3091 5.7591 0.016 0.180 -0.127
C -5.0384 6.4373 4.4912 0.253 0.092 -0.149
H -2.8155 3.9784 5.2192 -0.139 0.020 0.003
H -6.1542 3.9934 5.1185 -0.037 -0.113 0.205
H -5.7172 4.8369 6.6334 -0.100 -0.203 0.017
H -4.7719 3.4266 6.0907 -0.021 0.167 -0.105
H -4.9261 6.4477 3.4031 -0.081 0.182 0.103
H -4.4914 7.2869 4.9102 -0.150 0.043 -0.156
H -6.0975 6.5161 4.7528 0.227 -0.115 -0.005
C 9.7045 1.2266 -0.6354 -0.249 -0.508 -0.708
O 8.5692 1.2908 -0.1813 1.096 -0.372 -0.384
N 10.0680 0.5634 -1.7879 -0.062 0.804 1.320
C 11.4364 0.5340 -2.2598 -0.258 -0.052 -0.006
C 9.0495 -0.1263 -2.5524 -0.381 0.083 0.095
H 10.5545 1.7162 -0.1322 0.057 -0.044 -0.096
H 11.4761 0.9808 -3.2574 0.211 -0.067 0.039
H 11.7711 -0.5061 -2.3090 0.179 0.116 -0.080
H 12.0962 1.0922 -1.5901 -0.168 -0.071 -0.057
H 8.2872 0.5946 -2.8620 -0.084 -0.216 -0.042
H 8.5807 -0.8846 -1.9184 -0.073 0.029 -0.197
H 9.4856 -0.6028 -3.4350 0.023 0.131 0.219
```
Forces are in eV/Å.

Its total charge is -1. The LUMO energy is 1.66 eV. For the energy above the lowest of the compared OMol25 structures with the same formula, charge and spin, the calculation gives 58.5 kcal per mole. The gap between HOMO and LUMO is 6.030 eV. The HOMO energy is -4.37 eV.

This record from the OMol25 dataset describes a structure of composition C25H63GaIN6O6P2 at a distorted geometry. The level of theory is ωB97M-V with the def2-TZVPD basis set.

Structure (XYZ):
```
104
Properties=species:S:1:pos:R:3:forces:R:3
C -3.7220 2.6521 -1.5384 -0.438 0.071 0.151
C -4.3958 2.2490 -2.8472 -0.134 0.642 0.335
O -3.5338 1.9455 -3.9241 -0.085 -0.259 0.072
C -2.2848 1.3990 -3.5349 0.418 -0.476 -0.579
C -1.5910 0.7701 -4.7485 -0.068 0.756 -0.063
O -0.2079 0.6930 -4.5590 0.002 -0.407 -0.008
C 0.1584 -0.1229 -3.4159 0.393 0.086 0.737
Ga 0.8252 0.9209 -1.7389 0.125 -0.605 -0.484
C 2.3315 2.2019 -2.3196 -0.314 0.479 0.878
C 2.2061 3.7173 -1.9861 -0.393 -0.604 -0.480
C 0.8370 4.2288 -1.5417 0.371 0.818 -0.304
I 0.5318 4.0968 0.5885 -0.096 -0.059 -0.224
C 1.6329 -0.5134 -0.5055 -0.052 0.268 0.253
C 1.5637 -0.0994 1.0012 -0.344 -0.557 -1.334
C 0.3900 -0.8323 1.6424 1.723 0.403 0.291
O -0.7878 -0.6411 0.8542 -0.555 -0.177 0.926
C -1.6967 -1.6181 0.9365 -0.429 -0.642 -0.267
C -3.1311 -1.1341 0.9653 0.152 -0.198 -0.924
O -1.4532 -2.8082 0.9509 0.294 0.578 0.264
H -4.5077 2.9823 -0.8522 -0.056 0.000 -0.030
H -3.0535 3.5015 -1.6669 0.200 -0.108 -0.044
H -3.2066 1.8367 -1.0385 0.272 0.033 -0.109
H -5.1246 1.4519 -2.6474 0.225 -0.285 -0.138
H -4.9835 3.1136 -3.1688 -0.074 -0.069 -0.172
H -1.6114 2.1865 -3.1963 -0.034 -0.034 0.343
H -2.3786 0.6219 -2.7746 -0.159 0.238 0.294
H -2.0238 -0.2073 -5.0053 -0.058 -0.041 0.058
H -1.7467 1.4673 -5.5767 -0.053 -0.175 -0.179
H 0.9593 -0.8183 -3.6996 -0.031 0.087 -0.385
H -0.6788 -0.7648 -3.1031 -0.115 -0.001 -0.203
H -0.4711 1.6243 -1.1231 -0.021 0.054 0.155
H 2.4421 2.0747 -3.3966 0.120 -0.030 -0.022
H 3.2392 1.8585 -1.8176 0.077 -0.271 -0.259
H 2.4272 4.2659 -2.9099 0.068 0.234 0.113
H 2.9268 4.0359 -1.2328 0.147 -0.019 -0.069
H -0.0046 3.7912 -2.0694 -0.033 -0.436 0.304
H 0.8020 5.2993 -1.7471 -0.097 0.069 0.269
H 1.1065 -1.4693 -0.6198 -0.024 -0.013 -0.076
H 2.6722 -0.7292 -0.7755 0.028 0.157 -0.098
H 1.4482 0.9820 1.0674 0.042 0.042 0.356
H 2.4906 -0.4167 1.4837 -0.116 0.151 0.424
H 0.6837 -1.8774 1.7255 -0.437 -0.198 -0.247
H 0.2470 -0.4496 2.6588 -0.524 0.046 -0.072
H -3.7301 -1.9519 0.5716 -0.146 -0.053 0.210
H -3.4542 -0.8933 1.9745 0.124 0.137 0.057
H -3.2699 -0.2896 0.2919 0.099 0.251 0.260
O -0.0778 2.8328 4.4697 -3.013 -1.564 0.431
P -0.3443 3.4300 5.8236 5.137 3.042 0.405
N -0.2176 5.0938 5.4018 -0.080 0.736 0.739
C 0.9758 5.5564 4.7087 0.366 -0.369 -0.366
C -1.3885 5.5493 4.6524 -0.344 -0.224 0.187
N 1.0398 2.7615 6.6362 -0.049 -0.795 0.322
C 2.2266 3.5181 6.9549 -0.126 0.330 0.244
C 1.3872 1.3960 6.2589 0.026 0.097 -0.411
N -1.0819 3.7891 7.3261 -1.758 -1.423 -0.995
C -1.1551 5.0790 7.9814 -0.304 0.485 -0.313
C -1.4452 2.6610 8.1688 0.049 -0.082 0.012
H 0.8708 6.6106 4.4450 -0.260 -0.039 -0.026
H 1.1400 4.9820 3.7867 0.128 0.174 0.008
H 1.8731 5.5107 5.3227 -0.096 -0.236 0.091
H -2.3101 5.2371 5.1550 0.027 -0.045 -0.029
H -1.4038 5.1446 3.6333 -0.003 0.027 -0.008
H -1.4048 6.6401 4.6014 0.110 -0.004 0.013
H 2.8595 3.6892 6.0725 0.057 0.020 0.051
H 2.8244 2.9784 7.6958 -0.032 -0.091 -0.042
H 1.9834 4.4804 7.4098 -0.075 0.058 -0.136
H 1.9736 1.3557 5.3318 -0.025 -0.086 -0.004
H 0.4908 0.7948 6.1107 0.019 0.019 -0.081
H 1.9644 0.9241 7.0590 0.027 0.141 0.068
H -0.1652 5.5021 8.1658 0.011 -0.006 -0.093
H -1.6583 4.9766 8.9460 0.010 -0.277 -0.050
H -1.7398 5.7999 7.4111 0.114 0.073 -0.031
H -0.7039 2.5068 8.9605 0.006 -0.013 -0.017
H -1.5077 1.7423 7.5843 0.079 -0.008 -0.001
H -2.4266 2.8093 8.6278 0.007 0.031 -0.028
O 0.3242 -6.7978 -5.8884 -2.701 -0.859 1.403
P 0.4207 -6.0630 -4.5726 4.933 2.734 -0.618
N 0.5470 -4.4274 -5.1050 0.078 0.162 0.204
C 1.6177 -4.0367 -6.0063 0.320 -0.193 -0.122
C -0.7261 -3.9485 -5.6388 -0.290 -0.087 0.215
N 1.9096 -6.7730 -4.0149 0.056 -0.765 0.154
C 3.1745 -6.0779 -4.0073 -0.047 0.343 0.265
C 2.0993 -8.1770 -4.3472 -0.066 0.079 -0.377
N 0.0246 -5.5794 -2.9904 -1.948 -1.473 -0.559
C 0.1529 -4.2452 -2.4256 -0.386 0.633 -0.164
C -0.2180 -6.6298 -2.0144 0.014 -0.103 -0.006
H 1.4989 -2.9857 -6.2755 -0.189 -0.014 0.041
H 1.6393 -4.6283 -6.9311 -0.022 -0.002 -0.016
H 2.5910 -4.1026 -5.5249 -0.041 -0.125 0.003
H -1.5452 -4.1992 -4.9572 0.029 -0.031 -0.025
H -0.9514 -4.3905 -6.6181 -0.010 0.012 0.007
H -0.7096 -2.8608 -5.7326 0.112 -0.003 0.032
H 3.6151 -6.0061 -5.0128 0.069 0.021 0.036
H 3.8865 -6.6071 -3.3665 -0.045 -0.091 -0.025
H 3.0824 -5.0753 -3.5872 -0.097 0.044 -0.104
H 2.4759 -8.3175 -5.3704 -0.016 -0.092 0.010
H 1.1623 -8.7262 -4.2602 0.005 0.013 -0.083
H 2.8073 -8.6330 -3.6488 0.053 0.139 0.042
H 1.1778 -3.8739 -2.4738 -0.011 -0.015 -0.121
H -0.1475 -4.2432 -1.3753 -0.039 -0.323 -0.032
H -0.4992 -3.5282 -2.9211 0.137 0.105 -0.037
H 0.6597 -6.7822 -1.3776 0.000 0.000 -0.006
H -0.4451 -7.5769 -2.5080 0.078 -0.012 -0.022
H -1.0755 -6.3901 -1.3813 0.018 0.046 -0.017
```
Forces are in eV/Å.

Its total charge is -1. The LUMO energy is 1.97 eV. The gap between HOMO and LUMO is 6.154 eV. The HOMO energy is -4.18 eV.